No. 1
Entry from the Open Molecules 2025 dataset: a cluster of 4 separate species, C24H35BF11O6Si in total (ωB97M-V with the def2-TZVPD basis set).

Calculated values
* net charge: -1
* orbital gap: 7.253 eV
* highest occupied orbital energy: -5.1570 eV

```
78
Properties=species:S:1:pos:R:3:forces:R:3:mulliken_charge:R:1
C -4.560224 4.219289 -0.482786 -0.40 1.33 0.13 -0.8200
B -5.239781 2.728797 -0.316530 0.32 0.46 -0.50 0.1447
C -4.327489 1.479155 -0.873346 -0.27 1.17 -0.29 0.3858
F -4.245944 0.501513 0.219504 0.43 0.41 -2.12 -0.2950
F -5.039056 0.873493 -2.005684 1.50 -0.20 1.59 -0.3940
C -2.869639 1.868477 -1.388499 0.71 -1.91 -0.13 -0.3106
C -1.958676 0.542578 -1.660395 -0.29 -0.43 -0.46 -0.4269
Si -0.131609 0.740841 -1.108149 -0.18 0.03 -0.08 0.4043
C 0.102611 1.649492 0.560686 0.84 0.54 0.57 -0.8641
C 0.708209 -0.992982 -0.913538 0.48 -0.54 0.90 -0.8987
C 0.796990 1.797657 -2.434911 2.07 2.19 -2.66 0.3746
C 1.014390 3.315701 -2.244098 1.34 -0.82 -3.11 -0.2231
C 1.721264 4.157042 -3.341602 -0.34 -3.45 -0.89 -0.4668
C 2.236891 3.491160 -4.644817 -1.66 -2.32 2.69 -0.4130
C 2.063924 1.960300 -4.821981 -1.35 1.58 3.08 -0.3842
C 1.343493 1.141515 -3.722815 0.53 3.54 0.18 -0.1723
H -3.468631 4.301023 -0.154982 -1.21 0.12 -0.64 0.1889
H -5.152806 4.927097 0.218120 0.92 -0.89 -1.07 0.1717
H -4.747031 4.625338 -1.550359 0.79 -0.42 1.52 0.1819
H -6.263452 2.751401 -0.951531 -0.39 -0.14 -0.22 -0.2323
H -5.522708 2.545727 0.825129 0.02 -0.27 0.78 -0.2513
H -2.875068 2.440994 -2.388766 -0.41 -0.60 1.88 0.2681
H -2.328102 2.457462 -0.577613 -1.10 -0.50 -1.13 -0.2121
H -1.934612 0.273393 -2.786271 -0.12 0.44 1.65 0.3176
H -2.376121 -0.393614 -1.137961 0.41 1.46 -0.59 0.3662
H 1.196426 2.022486 0.601930 -1.56 -0.59 -0.07 0.3034
H -0.011357 0.920844 1.431922 -0.13 1.09 -1.05 0.0998
H -0.547627 2.577760 0.696134 0.73 -1.38 -0.04 0.2654
H 1.634709 -1.110749 -1.563675 -1.35 0.07 0.86 0.2936
H 1.076380 -1.081490 0.180535 -0.55 0.19 -1.62 0.2305
H -0.030595 -1.862553 -1.051437 1.16 1.27 -0.06 0.2562
H 0.669831 3.881375 -1.303876 0.50 -1.19 -1.62 0.2291
H 1.866850 5.279906 -3.238149 -0.30 -1.71 0.02 0.2937
H 2.738358 4.099461 -5.469008 -0.79 -0.91 1.40 0.2879
H 2.455874 1.423072 -5.745194 -0.61 0.90 1.38 0.3174
H 1.207670 0.024799 -3.859644 0.22 1.68 0.14 -0.0710
C -3.859190 -1.422542 3.235411 0.27 -0.13 -0.19 -0.9671
C -3.480705 -0.950365 4.624517 -0.84 0.29 -0.44 -0.2280
O -2.300004 -1.629573 5.086122 1.32 0.01 0.25 -0.3250
C -1.124706 -1.125234 4.662073 -1.84 0.82 -0.55 0.4005
O -1.015653 -0.171663 3.937282 0.62 -0.75 0.57 -0.4924
C 0.039150 -1.909395 5.264396 1.26 -1.06 0.57 0.8488
F -0.154070 -3.243953 5.219000 -0.22 0.52 -0.15 -0.2710
F 0.234979 -1.598724 6.564310 -0.33 0.20 -0.40 -0.2820
F 1.206705 -1.673992 4.635694 -0.68 0.22 0.02 -0.2112
H -3.966513 -2.510562 3.215215 -0.10 0.07 0.12 0.3378
H -4.798318 -0.968086 2.914936 0.12 0.04 0.00 0.3927
H -3.086154 -1.165866 2.507779 -0.16 0.16 0.03 0.1676
H -4.280128 -1.196821 5.326866 0.34 -0.16 0.13 0.3025
H -3.345943 0.133827 4.658361 0.24 -0.17 -0.06 0.3266
C 4.358712 -0.976537 3.811560 0.27 0.08 -0.24 -1.0327
C 4.470262 -0.482327 5.240031 -0.82 -0.22 -0.33 -0.1514
O 5.848562 -0.354584 5.625781 0.95 0.73 0.19 -0.3263
C 6.464343 0.784292 5.250244 -1.89 -0.36 -0.42 0.3685
O 5.938015 1.666621 4.624572 0.91 -0.31 0.47 -0.4958
C 7.901713 0.807475 5.766585 1.81 0.03 0.44 0.8403
F 8.535832 -0.370146 5.586662 -0.53 0.26 -0.09 -0.2436
F 7.952937 1.070583 7.090103 -0.44 -0.05 -0.39 -0.2518
F 8.656417 1.741657 5.161108 -0.73 -0.28 0.04 -0.2418
H 4.917705 -1.906987 3.681929 -0.13 0.00 0.11 0.2990
H 3.315532 -1.150275 3.543746 0.10 0.04 0.06 0.3015
H 4.779582 -0.252774 3.109758 -0.13 0.03 0.09 0.3353
H 4.020629 -1.212060 5.916838 0.35 0.06 0.08 0.2857
H 3.935971 0.460499 5.382863 0.28 0.01 -0.06 0.3240
C -2.194420 -4.513079 -6.495549 0.29 0.06 -0.22 -1.1119
C -2.071952 -4.009174 -5.070961 -0.76 -0.13 -0.25 -0.1909
O -0.692168 -3.909051 -4.687166 0.90 0.62 0.15 -0.3224
C -0.052998 -2.786371 -5.074066 -1.85 -0.22 -0.40 0.4472
O -0.561934 -1.899994 -5.707826 0.90 -0.37 0.44 -0.5180
C 1.384713 -2.786368 -4.558896 1.85 -0.03 0.60 0.8521
F 1.997963 -3.977345 -4.727460 -0.54 0.23 -0.13 -0.2783
F 1.440756 -2.511870 -3.238240 -0.44 -0.25 -0.76 -0.2150
F 2.158812 -1.873677 -5.173894 -0.73 -0.27 -0.02 -0.2471
H -1.656201 -5.456837 -6.616991 -0.13 0.00 0.10 0.2940
H -3.241964 -4.665895 -6.762272 0.06 0.02 0.07 0.3811
H -1.757405 -3.804458 -7.202929 -0.13 0.03 0.09 0.3083
H -2.537375 -4.722727 -4.387765 0.35 0.07 0.09 0.3356
H -2.584833 -3.053395 -4.936070 0.28 0.00 -0.04 0.3089
```
Forces are in eV/Å.

---

No. 2
Entry from the Open Molecules 2025 dataset: a structure of composition C6H10O (ωB97M-V with the def2-TZVPD basis set).

Calculated values
* orbital gap: 9.865 eV
* ΔE to the lowest compared entry with this formula, charge and spin: 133.8 kcal/mol
* highest occupied orbital energy: -8.7614 eV

```
17
Properties=species:S:1:pos:R:3:forces:R:3:mulliken_charge:R:1
C -1.588719 0.562015 -0.064270 1.74 -0.59 -1.55 -0.5861
C -1.247168 -0.966175 0.026451 -6.62 -2.45 0.24 -0.4968
C 0.660185 -0.450412 0.424669 7.13 0.87 3.17 -0.0934
C 2.109298 0.014967 -0.034416 -0.22 0.38 2.28 -0.6403
C 0.801365 0.803666 -0.434869 -1.14 -4.30 -0.50 -0.1017
C -0.360046 1.556319 0.171255 -2.37 4.16 -1.91 -0.5021
H -2.501344 0.655833 0.545666 0.42 0.63 -0.65 0.3731
H -1.706037 0.571964 -1.177225 -0.81 1.05 0.95 0.2625
H -1.845788 -1.496243 -0.925716 0.92 1.17 2.93 0.2623
H -1.827250 -1.296181 1.141951 1.99 0.19 -2.94 0.2582
H 0.568225 -0.629339 1.565093 0.05 1.74 -1.48 0.3856
H 2.701875 -0.673757 -0.709358 -1.09 1.43 0.20 0.2494
H 2.794111 0.485338 0.802197 -1.61 -1.10 -1.66 0.2304
H 0.439347 0.156005 -1.385286 0.82 2.69 1.37 0.1195
H -0.671612 2.563175 -0.467750 0.78 -2.25 1.21 0.2602
H -0.317223 2.054797 1.165817 0.57 -1.20 -0.32 0.3311
O 0.014526 -1.439233 -0.136039 -0.55 -2.42 -1.34 -0.3119
```
Forces are in eV/Å.

---

Summary of E in eV
-76185.9053 -8425.4373
(order as listed above)
Summary of F_max in hartree/bohr
0.078 0.153
(order as listed above)